A) # C4H2O3

The molecule C4H2O3 (wB97M-V/def2-TZVPD, the Open Molecules 2025 dataset).

Positions of all 9 atoms, in Å:
O1 2.353 0.980 -0.311
C1 1.248 0.563 -0.146
C2 0.548 -0.288 0.841
C3 -0.596 -0.631 0.312
C4 -1.041 0.228 -0.864
O2 -2.025 0.262 -1.441
O3 0.156 0.964 -1.034
H1 0.968 -0.803 1.797
H2 -1.611 -1.274 0.846

Computed properties:
LUMO energy ... -1.027 eV
HOMO ... -11.19 eV
SMILES string ... O=C1C=CC(=O)O1
Multiplicity ... 1
HOMO-LUMO gap ... 10.159 eV



B) # C4H2O3

A structure of composition C4H2O3 (wB97M-V/def2-TZVPD, the Open Molecules 2025 dataset).

Positions of all 9 atoms, in Å:
C1 -2.760 -0.840 -0.150
C2 -1.945 0.333 -0.140
C3 -1.852 -1.228 0.767
C4 -0.571 0.101 0.034
O1 0.282 0.947 0.582
O2 -3.870 0.023 -0.172
O3 -3.028 1.126 0.127
H1 -0.346 -0.831 -0.496
H2 0.931 1.019 -0.054

Computed properties:
LUMO energy (alpha / beta) ... -0.335 / -0.335 eV
HOMO (alpha / beta) ... -8.88 / -8.88 eV
Multiplicity ... 1
HOMO-LUMO gap (alpha / beta) ... 8.544 / 8.545 eV



A) ends up most stable, edging out the next structure by 910.2 kJ/mol.



A) # C2H4

The molecule C2H4 (wB97M-V/def2-TZVPD, the Open Molecules 2025 dataset).

Positions of all 6 atoms, in Å:
C1 0.592 -0.024 -0.010
C2 -0.683 -0.043 -0.159
H1 0.937 0.887 -0.069
H2 1.432 -0.721 -0.099
H3 -1.136 0.929 0.159
H4 -1.143 -1.029 0.177

Computed properties:
LUMO energy ... 1.383 eV
HOMO ... -10.57 eV
SMILES string ... C=C
Multiplicity ... 1
HOMO-LUMO gap ... 11.952 eV



B) # C2H4

The molecule C2H4 (wB97M-V/def2-TZVPD, the Open Molecules 2025 dataset).

Positions of all 6 atoms, in Å:
C1 -0.441 -0.443 -0.183
C2 0.453 0.439 0.228
H1 -0.213 -1.427 -0.572
H2 -1.473 -0.142 -0.346
H3 1.490 0.137 0.324
H4 0.185 1.436 0.548

Computed properties:
LUMO energy ... 1.457 eV
HOMO ... -10.25 eV
SMILES string ... C=C
Multiplicity ... 1
HOMO-LUMO gap ... 11.704 eV



B) ends up most stable, edging out the next structure by 106.6 kJ/mol.



A) # C4H11NO3

A cluster of 2 separate species, C4H11NO3 in total (wB97M-V/def2-TZVPD, the Open Molecules 2025 dataset).

Positions of all 19 atoms, in Å:
C1 -0.212 -2.238 -1.134
C2 -1.188 -1.258 -0.474
C3 -0.667 0.300 -0.608
N1 -0.084 0.812 0.590
C4 -0.088 2.177 0.937
O1 0.915 2.779 1.145
O2 -1.331 2.731 1.003
H1 0.573 -2.374 -0.381
H2 -0.658 -3.183 -1.439
H3 0.307 -1.837 -1.998
H4 -2.101 -1.254 -1.093
H5 -1.427 -1.468 0.560
H6 -1.602 0.659 -1.023
H7 0.118 0.264 -1.410
H8 0.674 0.250 0.930
H9 -2.056 2.142 0.760
O3 3.172 0.323 1.046
H10 2.368 0.588 0.625
H11 3.288 0.587 1.963

Computed properties:
LUMO energy ... 0.517 eV
HOMO ... -9.75 eV
SMILES string ... CCCNC(=O)O.O
Multiplicity ... 1
HOMO-LUMO gap ... 10.263 eV



B) # C4H11NO3

A cluster of 3 separate species, C4H11NO3 in total (wB97M-V/def2-TZVPD, the Open Molecules 2025 dataset).

Positions of all 19 atoms, in Å:
C1 -0.483 1.676 -0.569
N1 -1.067 0.487 -0.008
C2 -0.339 -0.717 -0.256
C3 -0.533 -1.594 -1.283
O1 1.839 0.570 -1.752
C4 0.915 -0.804 0.577
O2 0.739 -1.042 1.967
H1 0.541 1.913 -0.289
H2 -0.518 1.580 -1.654
H3 -1.069 2.526 -0.181
H4 -1.090 0.656 1.030
H5 1.467 0.239 0.331
H6 -1.516 -1.835 -1.529
H7 0.295 -2.228 -1.703
H8 2.544 0.406 -2.375
H9 1.705 -1.500 0.188
H10 -0.123 -0.507 2.261
H11 -2.081 -0.114 2.685
O3 -1.225 0.287 2.559

Computed properties:
LUMO energy ... -4.701 eV
HOMO ... -9.17 eV
Multiplicity ... 1
HOMO-LUMO gap ... 4.467 eV



C) # C4H11NO3

A cluster of 2 separate species, C4H11NO3 in total (wB97M-V/def2-TZVPD, the Open Molecules 2025 dataset).

Positions of all 19 atoms, in Å:
C1 2.077 -0.955 0.030
C2 0.788 -0.415 0.715
O1 0.881 1.057 0.593
C3 -0.471 -0.866 0.028
C4 -1.639 -0.143 0.683
N1 -2.390 0.703 0.013
O2 -1.705 -0.162 1.925
H1 1.993 -1.881 -0.504
H2 2.495 -0.068 -0.614
H3 2.759 -1.125 0.793
H4 0.801 -0.738 1.727
H5 0.136 1.468 1.043
H6 -0.166 -0.803 -1.023
H7 -0.530 -1.898 0.350
H8 -1.995 1.117 -0.784
H9 -3.001 1.252 0.576
O3 -0.299 1.371 -1.927
H10 -0.219 0.479 -2.230
H11 0.486 1.607 -1.394

Computed properties:
LUMO energy ... 0.725 eV
HOMO ... -9.89 eV
SMILES string ... C[C@@H](O)CC(N)=O.O
Multiplicity ... 1
HOMO-LUMO gap ... 10.615 eV



C) ends up most stable, edging out the next structure by 32.3 kJ/mol.



A) # C2HFN2O2

A cluster of 2 separate species, C2HFN2O2 in total (wB97M-V/def2-TZVPD, the Open Molecules 2025 dataset).

Positions of all 8 atoms, in Å:
O1 0.420 -1.861 -0.802
C1 0.653 -0.840 -0.286
C2 0.097 -0.357 1.102
O2 0.168 0.770 1.467
F1 -0.329 -1.318 1.907
H1 1.386 0.093 -0.722
N1 -0.699 1.934 -1.419
N2 -1.696 1.578 -1.246

Computed properties:
LUMO energy ... -0.763 eV
HOMO ... -11.04 eV
SMILES string ... O=CC(=O)F.N#N
Multiplicity ... 1
HOMO-LUMO gap ... 10.281 eV



B) # C2HFN2O2

A cluster of 2 separate species, C2HFN2O2 in total (wB97M-V/def2-TZVPD, the Open Molecules 2025 dataset).

Positions of all 8 atoms, in Å:
C1 0.850 1.586 -2.376
C2 -0.204 2.253 -1.653
N1 0.021 0.849 -1.617
N2 -0.467 -0.401 -1.263
O1 1.785 1.411 -3.056
O2 -0.895 3.115 -1.225
F1 0.727 -1.105 -1.092
H1 -0.607 -0.236 0.387

Computed properties:
LUMO energy (alpha / beta) ... -1.872 / -1.865 eV
HOMO (alpha / beta) ... -10.67 / -10.67 eV
Multiplicity ... 1
HOMO-LUMO gap (alpha / beta) ... 8.797 / 8.804 eV



A) ends up most stable, edging out the next structure by 741.8 kJ/mol.



A) # H2N2O3S

The molecule H2N2O3S (wB97M-V/def2-TZVPD, the Open Molecules 2025 dataset).

Positions of all 8 atoms, in Å:
N1 -0.155 -0.250 -0.032
N2 -2.411 1.179 -0.067
O1 -3.476 1.270 -0.626
O2 -2.085 1.588 1.008
O3 -0.618 1.624 -1.996
S1 -1.357 0.253 -1.130
H1 -0.160 0.493 0.689
H2 0.697 -0.481 -0.440

Computed properties:
LUMO energy ... -1.180 eV
HOMO ... -10.32 eV
Multiplicity ... 1
HOMO-LUMO gap ... 9.138 eV



B) # H2N2O3S

A cluster of 2 separate species, H2N2O3S in total (wB97M-V/def2-TZVPD, the Open Molecules 2025 dataset).

Positions of all 8 atoms, in Å:
O1 3.369 1.605 1.135
N1 2.315 1.394 0.648
O2 1.736 2.024 -0.175
O3 1.666 0.281 1.108
H1 0.881 0.061 0.535
N2 -0.313 -0.380 -0.759
S1 -0.264 -0.711 -2.275
H2 -1.236 -0.126 -0.394

Computed properties:
LUMO energy (alpha / beta) ... -2.203 / -2.207 eV
HOMO (alpha / beta) ... -9.61 / -9.62 eV
SMILES string ... O=[N+]([O-])O.N=S
Multiplicity ... 1
HOMO-LUMO gap (alpha / beta) ... 7.409 / 7.409 eV



B) ends up most stable, edging out the next structure by 26.8 kJ/mol.



A) # H2N2O3S

The molecule H2N2O3S (wB97M-V/def2-TZVPD, the Open Molecules 2025 dataset).

Positions of all 8 atoms, in Å:
N1 -0.012 -0.352 -0.564
N2 2.420 0.593 -0.086
O1 1.464 1.789 0.164
O2 3.585 0.718 0.148
O3 1.564 -1.855 0.615
S1 1.522 -1.058 -0.602
H1 -0.115 0.034 0.354
H2 -0.541 0.125 -1.234

Computed properties:
LUMO energy (alpha / beta) ... -1.239 / -1.239 eV
HOMO (alpha / beta) ... -10.44 / -10.44 eV
Multiplicity ... 1
HOMO-LUMO gap (alpha / beta) ... 9.198 / 9.197 eV



B) # H2N2O3S

The molecule H2N2O3S (wB97M-V/def2-TZVPD, the Open Molecules 2025 dataset).

Positions of all 8 atoms, in Å:
N1 -1.276 -0.145 0.258
O1 -0.691 -1.270 -0.210
N2 0.516 -1.287 -0.003
S1 1.547 0.339 -0.345
O2 2.334 0.345 0.812
O3 0.489 1.391 -0.517
H1 -2.217 -0.107 -0.131
H2 -0.702 0.735 0.137

Computed properties:
LUMO energy ... -1.982 eV
HOMO ... -9.90 eV
SMILES string ... NON=S(=O)=O
Multiplicity ... 1
HOMO-LUMO gap ... 7.914 eV



A) ends up most stable, edging out the next structure by 44.3 kJ/mol.